# 1
{
  "formula": "C35H28F9N3OPW",
  "method": "ωB97M-V with the def2-TZVPD basis set",
  "symbols": ["W", "C", "N", "C", "C", "C", "C", "C", "N", "C", "C", "C", "C", "C", "C", "H", "H", "H", "H", "H", "H", "H", "H", "H", "H", "H", "C", "C", "N", "O", "H", "H", "H", "H", "H", "F", "C", "F", "F", "C", "C", "C", "C", "C", "C", "P", "C", "C", "C", "C", "C", "C", "C", "F", "F", "F", "C", "C", "C", "C", "C", "C", "C", "F", "F", "F", "H", "H", "H", "H", "H", "H", "H", "H", "H", "H", "H", "H"],
  "coordinates": [[-0.7798, -0.1884, -0.9311], [-2.2289, 1.8583, -2.3712], [-2.3993, 0.8939, -1.2323], [-3.3688, 1.2242, -0.2278], [-3.1852, -1.0757, 0.3806], [-4.0652, -2.1372, 0.5416], [-3.3100, -3.2923, 0.0790], [-2.1113, -2.9170, -0.3739], [-1.9824, -1.5417, -0.2196], [-0.8192, 1.4844, -2.9069], [0.1837, 2.3563, -3.1700], [1.2730, 1.9309, -3.8446], [1.5605, 0.5740, -4.2477], [0.5409, -0.3180, -4.0295], [-0.6497, 0.0609, -3.3421], [-2.3353, 2.9262, -2.1152], [-3.0095, 1.5814, -3.2106], [-3.0640, 2.1584, 0.2399], [-5.0545, -2.1076, 1.0335], [-3.7073, -4.3121, 0.0471], [-1.3333, -3.4422, -1.0162], [-0.0298, 3.4250, -3.0035], [1.9912, 2.6449, -4.0141], [2.4351, 0.2345, -4.7988], [0.6908, -1.3674, -4.4263], [-1.5650, -0.4845, -3.4301], [-5.4173, 2.6539, -0.4333], [-4.8078, 1.3542, -0.7771], [-5.3680, 0.3055, -1.2491], [-3.3961, 0.2452, 0.7045], [-4.9847, 3.5257, -0.9384], [-5.1651, 2.7632, 0.6146], [-6.5418, 2.7356, -0.5438], [-6.3730, 0.0891, -1.5256], [-4.8333, -0.5213, -1.2485], [3.8401, 4.8083, -2.8520], [3.8438, 4.6758, -1.5322], [3.1087, 5.7005, -1.0259], [5.0534, 4.8594, -0.9873], [3.2588, 3.3341, -1.1299], [3.9938, 2.1448, -0.9749], [3.3287, 1.0036, -0.4461], [2.0340, 1.1647, -0.0197], [1.3623, 2.3587, -0.0799], [1.9719, 3.4548, -0.5412], [1.0205, -0.1809, 0.8600], [0.8820, -0.0578, 2.6307], [2.1158, -0.1224, 3.2687], [2.1754, -0.1174, 4.6718], [0.9775, 0.1386, 5.3954], [-0.2903, 0.1077, 4.7655], [-0.3103, 0.0686, 3.3289], [1.0896, 0.1910, 6.9136], [2.2569, 0.7437, 7.2227], [1.0953, -1.0891, 7.4520], [0.1180, 0.9050, 7.5169], [1.5752, -1.8078, 0.4452], [1.8885, -2.0564, -0.9436], [2.0279, -3.4486, -1.2717], [1.8852, -4.4468, -0.2862], [1.5700, -4.1834, 1.0042], [1.4444, -2.8563, 1.3226], [2.1043, -5.8444, -0.7547], [3.3820, -6.1444, -0.6507], [1.3848, -6.6682, 0.0177], [1.7667, -6.0282, -2.0485], [4.9997, 2.0203, -1.2399], [3.8711, 0.0555, -0.2848], [0.3623, 2.4872, 0.3639], [1.4382, 4.3822, -0.5845], [3.0673, -0.2977, 2.7517], [3.1150, -0.3047, 5.2530], [-1.2349, 0.3345, 5.3939], [-1.3270, 0.1754, 2.8910], [1.9820, -1.2950, -1.6317], [2.3712, -3.7537, -2.2283], [1.4627, -5.0078, 1.6976], [1.1477, -2.7239, 2.3331]],
  "forces_ev_per_angstrom": [[0.1, -0.8, 0.3], [-0.4, -1.6, -1.2], [0.7, 1.4, -1.0], [0.4, 0.0, -2.1], [-1.5, -1.4, -0.5], [1.3, 1.2, 0.4], [-1.5, -1.2, 0.1], [1.6, -0.7, -1.6], [0.0, 1.9, 0.5], [-2.1, -3.1, -0.7], [-1.3, 1.6, 0.3], [1.8, -2.7, -0.6], [-1.4, 1.6, 0.6], [-0.1, -1.8, 0.0], [0.6, 2.6, 0.7], [0.2, -0.4, 0.1], [1.3, 0.8, 1.5], [-0.4, 0.1, 0.3], [0.8, -0.1, -0.4], [0.2, 0.5, 0.1], [-1.2, 0.5, 1.3], [0.6, -0.5, 0.1], [1.7, 1.6, -0.8], [0.0, 0.6, 0.2], [-0.6, 1.2, 0.6], [-0.4, -0.7, -0.2], [-2.1, 0.0, -0.5], [-0.3, 1.2, 0.4], [-2.0, 0.2, -0.5], [0.5, -1.6, 2.4], [0.3, -0.3, -0.1], [-0.1, 0.3, 0.5], [1.3, -0.3, 0.0], [1.4, 1.3, 0.5], [1.0, -1.4, -0.1], [0.5, 0.0, -0.3], [0.2, 0.8, 1.0], [-0.1, -0.5, -0.4], [0.0, -0.5, -0.9], [-0.3, 0.3, 1.9], [-2.3, -0.5, 0.2], [1.2, 0.6, -0.2], [-1.0, -2.6, 1.3], [-1.8, -0.3, 1.2], [1.4, 0.7, -2.1], [-0.2, 1.3, -0.9], [0.0, 0.6, -0.4], [1.0, -0.7, 1.7], [-0.5, 0.4, 0.3], [-0.6, -1.4, -0.6], [0.2, 1.4, -0.2], [-1.4, 0.1, 1.9], [0.0, -0.8, 0.9], [0.1, 0.1, 0.3], [-0.3, 1.6, -0.8], [0.4, -0.7, -0.7], [0.4, 0.1, -2.2], [-0.9, -3.9, 2.7], [0.1, 1.8, 1.4], [0.1, 0.7, -2.6], [0.3, 0.0, -0.2], [-0.6, -0.3, 1.4], [-0.3, -0.6, -0.2], [0.7, -0.4, 0.2], [0.1, -0.3, -0.3], [-0.3, 0.1, 0.5], [1.3, 0.3, -0.5], [-0.3, 0.6, -0.2], [0.3, -0.3, -0.1], [0.1, 0.4, 0.1], [-0.5, 0.2, -0.1], [-0.9, 0.5, -0.9], [1.7, -0.7, -1.3], [1.0, -0.2, -0.2], [0.5, 1.5, -1.5], [0.0, -0.1, -0.8], [-0.1, 0.3, 0.2], [-0.1, 0.8, 0.8]],
  "mulliken_charge": [0.956, -0.721, 0.285, -0.450, -0.071, -0.528, -0.521, -0.589, 0.556, 0.636, -0.624, -0.778, -0.802, -0.516, -0.484, 0.534, 0.329, 0.663, 0.569, 0.488, 0.376, 0.472, 0.646, 0.535, 0.470, 0.698, -1.140, 0.464, -0.143, -0.446, 0.346, 0.380, 0.409, 0.406, 0.147, -0.234, 0.704, -0.281, -0.235, 0.386, -1.091, -0.484, 0.395, -0.368, -0.755, 0.563, 0.856, -0.465, -0.842, 0.205, -0.965, -0.032, 0.742, -0.240, -0.237, -0.236, 1.013, -0.571, -1.417, 0.148, -1.353, -0.874, 0.767, -0.219, -0.249, -0.255, 0.598, 0.519, 0.422, 0.636, 0.434, 0.419, 0.345, 0.199, 0.936, 0.581, 0.571, 0.410],
  "charge": 3,
  "e_homo_ev": [-17.06, -17.14],
  "multiplicity": 3,
  "gap_ev": [6.36, 6.84],
  "lumo_ev": [-10.700, -10.301]
}

---

# 2
{
  "formula": "C5H12N2O",
  "method": "ωB97M-V with the def2-TZVPD basis set",
  "symbols": ["C", "N", "C", "O", "C", "C", "C", "N", "H", "H", "H", "H", "H", "H", "H", "H", "H", "H", "H", "H"],
  "coordinates": [[0.1534, -0.2189, -1.4454], [-0.7528, -1.3818, -1.5258], [-0.5130, -2.6199, -1.0476], [0.4262, -2.8358, -0.2975], [-0.2349, 0.6594, -0.2203], [0.8142, 0.3840, 0.9187], [0.3634, 0.7248, 2.3227], [-0.3113, 2.0501, -0.6602], [1.1320, -0.6732, -1.3101], [0.0362, 0.3860, -2.3322], [-1.6796, -1.1160, -1.8147], [-1.1955, -3.3857, -1.4087], [-1.2272, 0.4148, 0.1793], [1.7167, 0.8993, 0.5643], [0.9232, -0.7040, 0.8258], [0.6008, 1.7030, 2.7284], [0.6741, -0.1049, 2.9419], [-0.7424, 0.7439, 2.3801], [0.6320, 2.4056, -0.7569], [-0.8154, 2.6694, -0.0418]],
  "forces_ev_per_angstrom": [[-1.2, -1.0, 1.6], [-0.5, 1.0, -1.0], [1.1, 0.9, 0.8], [-0.2, -0.6, -0.5], [0.8, 0.4, 0.7], [-1.1, -0.1, -1.5], [-1.2, 0.0, -0.1], [0.2, 0.1, -0.3], [0.3, 0.4, -0.2], [0.2, -0.1, -0.4], [-0.1, -0.5, -0.3], [-0.4, -0.2, 0.1], [0.1, -0.3, -0.4], [0.1, -0.3, 0.4], [0.5, 0.2, 0.4], [0.7, 0.0, 0.0], [0.2, 0.3, 0.7], [0.3, -0.3, -0.2], [0.0, 0.3, 0.0], [0.0, -0.2, 0.2]],
  "mulliken_charge": [-1.114, -0.129, -0.008, -0.551, 0.178, -0.356, -1.269, -0.686, 0.405, 0.387, 0.235, 0.366, 0.491, 0.379, 0.214, 0.309, 0.349, 0.321, 0.237, 0.240],
  "smiles": "CC[C@@H](N)CNC=O",
  "e_homo_ev": -9.07,
  "gap_ev": 10.04,
  "lumo_ev": 0.970
}

---

# 3
{
  "formula": "C4H8O2S2",
  "method": "ωB97M-V with the def2-TZVPD basis set",
  "symbols": ["C", "C", "O", "O", "C", "S", "S", "C", "H", "H", "H", "H", "H", "H", "H", "H"],
  "coordinates": [[-1.3328, 0.0859, 0.7895], [-2.4381, 0.8115, 0.0251], [-2.9172, 1.9083, 0.6494], [-2.6852, 0.5531, -1.1565], [0.0796, 0.6753, 0.4919], [0.5871, 0.2767, -1.2593], [1.1870, -1.5792, -0.9728], [2.9322, -1.5992, -0.9256], [-1.5327, 0.2327, 1.8678], [-1.2869, -1.0205, 0.6168], [-3.8180, 2.1300, 0.6468], [0.2412, 1.7856, 0.8585], [0.9617, 0.3469, 1.1351], [3.2532, -2.5796, -0.8438], [3.4009, -1.0802, -1.8504], [3.3680, -0.9473, -0.0725]],
  "forces_ev_per_angstrom": [[0.7, 0.0, 1.4], [0.4, -0.6, -3.6], [2.5, -0.5, 1.4], [-0.1, 0.3, 2.8], [1.6, 1.7, 1.2], [-0.2, 1.7, 0.7], [-1.1, -1.7, -0.2], [2.2, 4.9, -0.2], [0.1, -0.1, -0.4], [-0.4, 1.1, -0.3], [-2.0, 0.1, -0.9], [-1.1, -1.5, -1.6], [-1.5, -0.8, -0.7], [0.7, -2.0, 0.2], [-0.9, -1.2, 1.2], [-0.8, -1.3, -1.0]],
  "mulliken_charge": [-0.384, 0.545, -0.438, -0.521, -0.775, -0.045, -0.039, -0.752, 0.305, 0.295, 0.332, 0.363, 0.303, 0.326, 0.252, 0.231],
  "smiles": "CSSCCC(=O)O",
  "e_homo_ev": -8.72,
  "gap_ev": 9.39,
  "lumo_ev": 0.671
}

---

# 4
{
  "formula": "C4H8O2",
  "method": "ωB97M-V with the def2-TZVPD basis set",
  "symbols": ["C", "O", "C", "C", "C", "O", "H", "H", "H", "H", "H", "H", "H", "H"],
  "coordinates": [[1.2994, -1.5065, -0.8776], [0.7758, -0.1963, -0.9010], [0.8019, 0.5211, 0.2574], [-0.2084, 1.3431, 0.5585], [-1.5813, 1.0065, 0.0508], [-1.9545, -0.0173, 0.9770], [2.2824, -1.5485, -0.3891], [0.6109, -2.1965, -0.3719], [1.4057, -1.8133, -1.9206], [1.6910, 0.4050, 0.8810], [-1.0776, -0.4071, 1.1520], [-0.1663, 1.9632, 1.4491], [-1.5733, 0.6203, -0.9756], [-2.3057, 1.8264, 0.1100]],
  "forces_ev_per_angstrom": [[0.1, -0.2, 0.0], [-0.1, 0.1, 0.0], [0.2, 0.5, -0.1], [0.2, -0.1, 0.0], [0.1, 0.3, -0.2], [-0.1, -0.4, -0.1], [-0.1, 0.1, 0.0], [0.1, 0.1, 0.0], [0.0, 0.0, 0.2], [0.0, 0.2, -0.3], [-0.9, -0.2, 0.3], [0.2, -0.1, -0.1], [0.1, 0.1, 0.2], [0.2, -0.2, 0.1]],
  "mulliken_charge": [-0.659, -0.267, -0.092, -0.577, -0.252, -0.510, 0.327, 0.271, 0.213, 0.374, 0.401, 0.289, 0.201, 0.281],
  "smiles": "CO/C=C\\CO",
  "e_homo_ev": -9.04,
  "gap_ev": 9.94,
  "lumo_ev": 0.898
}

---

What energy relative to the best compared isomer or geometry (same formula, charge and spin) values result from the calculations? In sequence: 83.4; 31.3; 32.4; 58.1 kcal/mol.